C5H8NO | ωB97M-V/def2-TZVPD

Geometry (Å):
C 2.879 -0.182 0.215
C -1.694 0.131 -0.120
C -0.750 1.098 0.489
C -0.255 0.078 -0.388
C 0.509 -1.068 0.139
N 1.843 -0.678 0.249
O 4.359 0.567 -0.283
H -2.209 -0.692 0.389
H -2.306 0.436 -0.989
H -0.840 2.165 0.109
H -0.378 0.890 1.532
H 0.039 0.462 -1.348
H 0.281 -1.433 1.194
H 0.434 -2.013 -0.346
H 5.072 0.446 0.384

Summary:
Relative energy (zero: lowest compared OMol25 entry of this formula, charge and spin), kJ/mol: 360.9
E_tot, Ha: -324.7469
2S+1: 3
Frontier orbital gap (alpha / beta), Eh: 0.4090 / 0.1803
Net charge: +1